Arrangement P

16
Properties=species:S:1:pos:R:3:lowdin_charge:R:1 method="wB97M-V/def2-TZVPD" smiles="C=C(Cl)[C@H](C)CO" lumo_energy_ev=0.82 homo_lumo_gap_ev=10.08 homo_energy_ha=-0.3402
C 1.994 -1.027 -0.728 -0.073
C 0.842 0.038 -0.521 -0.426
C 1.096 1.331 0.298 -0.277
C -0.282 -0.639 0.209 -0.724
C 0.050 -1.346 1.343 -0.011
H 2.510 -1.135 0.156 0.017
H 2.882 -0.805 -1.481 0.126
H 1.586 -1.994 -0.859 0.061
H 0.394 0.465 -1.450 0.121
H 2.313 1.509 -0.116 0.175
H 1.238 0.981 1.448 0.150
H -0.773 1.984 -0.461 0.144
H 1.220 -1.707 1.236 0.114
H -0.707 -1.904 2.021 0.089
O -0.066 2.185 0.366 -0.142
Cl -1.903 -0.295 -0.413 0.656

Arrangement Q

16
Properties=species:S:1:pos:R:3:lowdin_charge:R:1 method="wB97M-V/def2-TZVPD" smiles="C=C[C@](C)(O)CCl" lumo_energy_ev=0.78 homo_lumo_gap_ev=10.60 homo_energy_ha=-0.3609
C 0.248 2.385 0.041 0.038
C 0.166 1.191 -0.510 -0.152
C -1.053 -0.914 0.015 -0.022
C 1.425 -0.940 -0.264 -0.520
C 0.237 -0.108 0.257 -0.669
O 0.387 0.178 1.626 -0.029
Cl 2.960 -0.063 -0.049 0.591
H 0.194 3.285 -0.547 0.058
H 0.375 2.494 1.103 0.064
H 0.044 1.065 -1.576 0.113
H -1.007 -1.871 0.531 0.084
H -1.203 -1.094 -1.046 0.085
H -1.899 -0.349 0.399 0.093
H 1.317 -1.147 -1.327 0.082
H 1.515 -1.878 0.287 0.081
H 0.470 -0.649 2.113 0.105

Winner for stability: arrangement Q

Arrangement P

19
Properties=species:S:1:pos:R:3:lowdin_charge:R:1 method="wB97M-V/def2-TZVPD" smiles=CCCNCC[S-] charge=-1 lumo_energy_ev=3.59 homo_lumo_gap_ev=5.89 homo_energy_ha=-0.0843
C -0.725 -1.031 -0.060 -0.284
N 0.597 -1.100 0.537 -0.081
C 1.300 0.145 0.191 -0.377
C 2.563 -0.059 -0.631 -0.769
S 3.399 1.566 -0.888 0.042
C -1.591 -0.102 0.764 -0.277
C -2.213 1.020 -0.050 -0.119
H -1.101 -2.037 -0.200 0.103
H -0.663 -0.543 -1.046 0.105
H 1.101 -1.809 0.050 0.071
H 1.571 0.792 1.021 0.079
H 0.651 0.729 -0.421 0.058
H 3.274 -0.657 -0.094 0.016
H 2.346 -0.502 -1.607 0.034
H -1.086 0.293 1.650 0.105
H -2.334 -0.675 1.358 0.099
H -1.394 1.698 -0.301 0.076
H -2.828 0.672 -0.861 0.063
H -2.867 1.601 0.587 0.056

Arrangement Q

19
Properties=species:S:1:pos:R:3:lowdin_charge:R:1 method="wB97M-V/def2-TZVPD" charge=-1 lumo_energy_ev=4.02 homo_lumo_gap_ev=6.53 homo_energy_ha=-0.0923
C -1.406 3.460 0.138 -0.266
C -0.072 2.898 0.576 -0.810
S 0.212 1.143 0.043 0.249
H -2.287 2.949 0.530 0.046
H -1.413 3.335 -0.951 0.043
H -1.467 4.544 0.363 0.051
H 0.095 3.048 1.650 0.025
H 0.678 3.508 0.044 0.020
N 1.964 -2.793 0.908 -0.034
C 1.016 -1.923 0.095 -0.361
C -1.146 -2.001 -1.155 -0.035
C -0.043 -2.664 -0.693 -0.182
H 2.678 -2.201 1.254 0.023
H 2.390 -3.555 0.329 0.055
H 1.504 -1.229 -0.610 0.064
H 0.519 -1.282 0.825 0.020
H -2.000 -2.530 -1.570 0.029
H -1.344 -0.998 -0.790 -0.014
H 0.123 -3.710 -0.986 0.076

Winner for stability: arrangement P

Arrangement P

15
Properties=species:S:1:pos:R:3:lowdin_charge:R:1 method="wB97M-V/def2-TZVPD" smiles=CSC.O.O lumo_energy_ev=0.52 homo_lumo_gap_ev=9.13 homo_energy_ha=-0.3161
C 0.008 -0.493 0.953 -0.458
S 1.740 -0.547 0.444 0.725
C 1.790 -1.778 -0.906 -0.412
H -0.685 -0.553 0.113 0.023
H -0.143 0.468 1.443 0.028
H -0.290 -1.282 1.641 0.035
H 1.944 -1.292 -1.867 0.021
H 2.584 -2.459 -0.627 0.017
H 0.826 -2.276 -1.013 0.035
H -1.350 2.630 -1.727 0.066
H -0.363 1.829 -0.881 0.046
O -1.191 2.318 -0.832 -0.041
H -2.417 1.159 -0.267 -0.023
H -3.610 1.380 0.666 0.027
O -3.167 0.694 0.163 -0.089

Arrangement Q

15
Properties=species:S:1:pos:R:3:lowdin_charge:R:1 method="wB97M-V/def2-TZVPD" smiles=CSC.O.O lumo_energy_ev=0.85 homo_lumo_gap_ev=9.42 homo_energy_ha=-0.3149
C 2.122 -1.727 1.169 -0.451
S 0.614 -1.630 0.248 0.737
C -0.542 -2.810 0.868 -0.468
H 2.055 -1.197 2.117 0.031
H 2.916 -1.397 0.517 0.025
H 2.359 -2.755 1.459 0.039
H -1.299 -2.995 0.107 0.030
H -0.156 -3.838 0.928 0.040
H -0.979 -2.544 1.824 0.031
H -2.191 4.732 -1.098 0.027
H -2.367 5.890 -0.058 0.025
O -2.038 5.004 -0.195 -0.054
H 0.096 2.226 -1.521 0.038
H -0.590 0.887 -2.171 0.019
O -0.401 1.822 -2.242 -0.068

Arrangement R

15
Properties=species:S:1:pos:R:3:lowdin_charge:R:1 method="wB97M-V/def2-TZVPD" lumo_energy_ev=-1.90 homo_lumo_gap_ev=7.21 homo_energy_ha=-0.3348
C 1.129 -1.418 0.481 -0.361
S 2.040 0.129 0.223 0.902
C 0.975 1.018 -0.815 -0.447
H 0.299 -1.041 1.056 -0.008
H 1.823 -2.028 1.071 0.039
H 0.734 -1.981 -0.357 0.052
H -0.146 1.149 -0.244 0.004
H 1.452 2.029 -0.867 0.064
H 0.736 0.578 -1.767 0.059
H -1.960 0.611 1.915 -0.026
H -1.473 0.030 0.120 -0.048
O -1.171 0.466 1.385 -0.342
H -0.813 1.846 -0.367 0.338
H -2.084 -1.093 -0.883 0.013
O -1.540 -0.297 -0.951 -0.240

Winner for stability: arrangement P